Entry 1:
This record from the Open Molecules 2025 dataset describes the ion C3H9BNO3 with charge +1 at a distorted geometry. The level of theory is ωB97M-V with the def2-TZVPD basis set.

XYZ file:
```
17
Properties=species:S:1:pos:R:3:mulliken_charge:R:1
H -1.56 0.32 -0.49 0.298
H -1.40 -1.33 0.18 0.360
H -0.21 1.25 2.98 0.293
C -0.84 -0.43 0.03 -0.807
N 1.69 -0.02 -0.44 -0.263
B -0.87 0.14 1.50 0.459
H -2.29 0.47 2.85 0.297
C 0.15 -0.02 -2.21 -0.024
H 1.53 0.45 0.39 0.245
O 0.17 0.77 2.14 -0.621
O 0.85 0.88 -2.61 -0.503
H -0.78 -0.16 -2.83 0.456
H 0.64 -1.65 -1.04 0.394
H 2.63 -0.63 -0.33 0.397
H 1.87 0.64 -1.28 0.419
C 0.46 -0.64 -0.88 0.014
O -2.06 -0.04 2.02 -0.412
```

Properties
largest force on an atom: 4.6 eV/A
frontier orbital gap: 11.796 eV
net charge: +1
SMILES: [NH3+][C@H](C=O)CB(O)O
HOMO: -15.31 eV
total energy: -11560.960 eV
LUMO level: -0.1290 hartree

Entry 2:
This record from the Open Molecules 2025 dataset describes a structure of composition C4H9N3 at a distorted geometry. The level of theory is ωB97M-V with the def2-TZVPD basis set.

XYZ file:
```
16
Properties=species:S:1:pos:R:3:mulliken_charge:R:1
C 2.17 0.58 -0.35 -1.024
C -0.92 -0.28 -0.08 0.277
H -2.58 -1.54 0.38 0.281
N -2.75 0.45 -0.01 -0.284
H 1.66 0.55 -1.31 0.292
H 0.14 -1.98 -0.01 0.258
H 1.34 0.14 1.46 0.229
C -1.44 1.00 0.07 -0.499
H -3.31 0.81 -0.86 0.248
H 2.06 -1.33 0.57 0.371
H 2.27 1.58 0.05 0.297
N 0.26 -0.97 -0.17 -0.309
C 1.44 -0.47 0.54 -0.320
N -2.36 -0.85 -0.35 -0.447
H 3.25 0.32 -0.50 0.308
H -1.24 1.98 0.55 0.320
```

Properties
largest force on an atom: 4.8 eV/A
frontier orbital gap: 8.406 eV
HOMO: -7.45 eV
total energy: -8760.359 eV
LUMO level: 0.0352 hartree

Entry 3:
This record from the Open Molecules 2025 dataset describes a structure of composition C8H22F3O8V at a distorted geometry. The level of theory is ωB97M-V with the def2-TZVPD basis set.

XYZ file:
```
42
Properties=species:S:1:pos:R:3:mulliken_charge:R:1
O -0.64 -1.69 1.20 -0.546
C -1.75 2.01 0.07 -0.514
H -2.95 0.09 -3.05 0.222
F 2.00 3.95 1.42 -0.268
H 2.85 -1.96 -1.78 0.299
O -2.35 -4.04 -3.97 -0.538
H -1.69 2.91 0.70 0.295
C 1.79 1.59 1.52 0.635
O 1.41 1.36 0.26 -0.883
O -1.61 0.82 0.85 -0.308
H 1.19 0.94 4.31 0.287
H -2.30 1.06 -4.44 0.335
H 3.96 -1.62 -0.48 0.314
H -4.23 1.67 -2.66 0.318
H 1.61 -1.91 3.24 0.213
H 2.08 -2.75 0.34 0.248
C -1.56 -2.86 -3.74 -0.217
H -2.15 -1.94 -3.86 0.096
F 2.05 3.04 3.38 -0.264
C 2.94 -1.42 -0.84 -0.605
C 1.19 -1.18 3.94 -1.185
H -2.66 2.09 -0.53 0.277
H 1.52 -1.41 4.96 0.417
H 0.12 -1.37 3.86 0.295
H 2.87 1.45 1.66 0.338
H -1.63 1.17 -2.78 0.098
C 1.48 2.95 2.16 0.533
O -3.50 2.08 -3.12 -0.550
H -0.73 -2.87 -4.44 0.274
H 2.85 -0.35 -1.00 0.216
H -2.86 -4.18 -3.18 0.298
F 0.15 3.17 2.30 -0.256
H -2.24 0.88 1.58 0.250
O 1.16 0.53 2.28 -0.260
H -0.90 2.07 -0.60 0.210
V 0.15 -0.52 0.41 1.011
O -0.19 -0.58 -1.18 -0.509
C 1.62 0.24 3.60 -0.291
O 1.93 -1.84 0.08 -0.261
H 2.71 0.25 3.63 0.334
H -1.18 -2.88 -2.72 0.080
C -2.54 1.05 -3.38 -0.442
```

Properties
largest force on an atom: 2.8 eV/A
frontier orbital gap: 8.974 eV
HOMO: -9.60 eV
total energy: -58871.981 eV
LUMO level: -0.0229 hartree

Entry 4:
This record from the Open Molecules 2025 dataset describes an isolated molecule of C4H2Cl2 at a distorted geometry. The level of theory is ωB97M-V with the def2-TZVPD basis set.

XYZ file:
```
8
Properties=species:S:1:pos:R:3:mulliken_charge:R:1
C -2.92 -0.42 -0.31 -0.519
H 0.38 -1.31 0.83 0.287
H -0.14 1.31 -0.53 0.355
Cl 2.06 0.37 0.81 -0.126
C -1.69 -0.07 -0.33 0.413
Cl 1.25 -1.56 -1.26 -0.097
C 0.88 -0.67 0.15 0.175
C -0.43 0.31 -0.22 -0.488
```

Properties
largest force on an atom: 5.0 eV/A
frontier orbital gap (alpha / beta): 9.298 / 7.192 eV
HOMO (alpha / beta): -8.62 / -10.65 eV
total energy: -29218.155 eV
LUMO level (alpha / beta): 0.0251 / -0.1270 hartree
spin multiplicity: 3

Entry 5:
This record from the Open Molecules 2025 dataset describes the ion C4H11N2 with charge +1. The level of theory is ωB97M-V with the def2-TZVPD basis set.

XYZ file:
```
17
Properties=species:S:1:pos:R:3:mulliken_charge:R:1
H 0.57 -1.97 0.27 0.425
H 0.46 -1.61 2.74 0.250
H -0.94 -1.99 -0.59 0.352
C -0.95 0.90 -0.56 -0.689
H 0.35 0.91 -2.32 0.310
H 0.23 0.89 1.92 0.387
N 0.99 -1.19 1.97 -0.611
H 0.82 2.07 -1.09 0.329
C 0.30 -0.07 1.41 0.080
H 0.41 -1.42 -1.32 0.357
C -0.04 1.59 -1.57 -1.022
N -0.06 -1.48 -0.41 -0.161
C -0.26 -0.17 0.22 -0.280
H 1.92 -0.96 2.28 0.251
H -1.86 0.50 -1.02 0.343
H -1.37 1.62 0.15 0.336
H -0.58 2.37 -2.10 0.343
```

Properties
largest force on an atom: 0.7 eV/A
frontier orbital gap: 11.160 eV
net charge: +1
SMILES: CC/C([NH3+])=C/N
HOMO: -14.52 eV
total energy: -7299.816 eV
LUMO level: -0.1235 hartree

Entry 6:
This record from the Open Molecules 2025 dataset describes a cluster of 6 separate species, C24H48O18 in total at a distorted geometry. The level of theory is ωB97M-V with the def2-TZVPD basis set.

XYZ file:
```
90
Properties=species:S:1:pos:R:3:mulliken_charge:R:1
C 10.48 2.32 -22.36 0.870
C 4.22 5.02 -21.30 -0.804
H 2.90 0.57 -18.34 0.136
H 12.48 -1.10 -22.09 0.358
O 10.79 2.36 -21.20 -0.575
O 4.38 3.92 -22.18 -0.052
H 12.73 0.60 -22.49 0.313
O 5.79 -0.45 -14.26 -0.372
H 1.96 -1.65 -21.94 0.186
O 5.64 -2.45 -27.54 -0.577
C 6.36 0.15 -25.09 -0.674
H 10.54 5.35 -23.37 0.249
H -0.15 -1.95 -20.71 0.278
H 1.39 2.07 -26.10 0.404
H 5.13 1.80 -17.39 -0.133
H 10.39 0.04 -21.41 0.313
H 10.03 -0.77 -22.95 0.345
C 3.34 -0.12 -21.34 0.180
H 3.99 -0.41 -17.38 0.417
H 3.69 -3.18 -29.40 0.287
H 5.07 -2.02 -13.23 0.255
O 3.14 4.88 -23.80 -0.595
H 11.58 4.63 -22.11 0.311
H 7.60 3.15 -22.01 0.174
H 4.97 -2.09 -29.92 0.311
H 3.29 -1.68 -30.29 0.236
O 3.83 2.74 -23.89 -0.110
H 7.02 3.62 -17.70 0.355
C 7.20 2.52 -21.22 -0.516
C 7.10 2.64 -17.25 -1.289
H 1.30 0.69 -16.42 0.486
C 4.76 -1.64 -27.43 0.661
C 5.33 -0.96 -25.23 0.184
H 5.83 -1.93 -25.20 0.547
H 4.65 -0.88 -24.38 -0.350
O 3.80 -1.41 -28.33 -0.351
H -0.47 -3.58 -20.07 0.244
H 5.48 -0.63 -12.22 0.291
H 3.39 3.45 -25.78 0.455
H 2.39 -0.24 -15.44 0.214
H 7.90 2.68 -16.51 0.400
O 4.58 -0.80 -26.42 -0.191
O 5.10 1.37 -19.89 -0.661
C 12.11 -0.27 -22.69 -1.173
C 1.74 2.25 -25.09 -1.268
H 7.50 1.91 -17.96 0.205
H 6.94 0.05 -24.17 0.188
O 0.72 -2.45 -18.88 -0.374
O 10.27 3.38 -23.14 -0.333
H 4.28 5.96 -21.86 0.371
O 10.24 1.23 -23.08 -0.294
H 3.71 -2.07 -22.21 0.316
C 3.21 2.57 -25.17 -0.165
O 2.24 -1.33 -17.84 -0.439
C 3.95 -2.13 -29.54 -0.679
C 3.73 3.94 -23.34 0.516
H 2.64 0.70 -21.41 0.405
C 2.94 -0.12 -17.50 0.181
H 6.77 3.16 -20.45 0.047
H 3.99 -0.64 -13.21 0.309
H 5.85 1.12 -25.03 -0.046
C 5.84 2.09 -16.62 0.392
H 12.27 -0.53 -23.74 0.304
C 1.24 -1.23 -18.71 0.759
H 2.88 -0.84 -23.21 0.063
H 1.52 1.37 -24.49 0.195
C 10.59 4.65 -22.54 -0.667
O 4.56 1.44 -14.33 -0.591
H 2.89 1.41 -16.00 0.262
H 7.00 0.22 -25.97 0.442
C 5.34 1.10 -21.03 0.671
H 1.15 3.08 -24.69 0.395
H -1.28 -2.24 -19.34 0.288
C 2.95 -1.29 -22.22 -0.992
O 6.20 0.97 -15.81 -0.335
C 5.04 -0.93 -13.17 -0.682
H 9.87 4.94 -21.77 0.247
C 2.35 0.50 -16.24 -1.207
C 10.63 -0.01 -22.47 -0.217
C -0.34 -2.53 -19.81 -0.645
O 6.30 1.60 -21.80 -0.094
O 0.87 -0.23 -19.27 -0.553
O 4.64 0.25 -21.79 -0.166
C 5.42 0.72 -14.77 0.900
H 3.36 -0.44 -20.29 -0.080
H 5.34 2.83 -16.00 0.359
H 3.24 5.01 -20.82 0.289
H 5.02 4.96 -20.57 0.183
H 3.71 1.73 -25.65 0.157
H 8.04 2.00 -20.76 0.344
```

Properties
largest force on an atom: 1.5 eV/A
frontier orbital gap: 11.403 eV
SMILES: CCOC(=O)OC.CCOC(=O)OC.CCOC(=O)OC.CCOC(=O)OC.CCOC(=O)OC.CCOC(=O)OC
HOMO: -10.82 eV
total energy: -62522.686 eV
LUMO level: 0.0214 hartree

Entry 7:
This record from the Open Molecules 2025 dataset describes a cluster of 2 separate species, C6H16 in total at a distorted geometry. The level of theory is ωB97M-V with the def2-TZVPD basis set.

XYZ file:
```
22
Properties=species:S:1:pos:R:3:mulliken_charge:R:1
H 1.81 -3.16 -0.32 0.292
H -0.90 1.18 1.07 0.020
H -1.81 3.01 -0.98 0.353
H 1.31 -2.00 2.20 0.305
H 0.35 -0.69 1.40 0.104
H -2.37 0.78 -2.29 0.355
H 2.01 -0.49 2.45 0.351
H 0.30 -2.32 0.15 0.335
H 0.85 -2.11 -1.41 0.335
C -1.44 0.92 -1.76 -0.920
H -0.56 0.96 -2.41 0.313
H -0.25 2.10 -0.62 0.150
C 2.00 -1.06 0.28 -0.224
H -1.18 0.00 -1.20 0.148
H -2.67 1.05 0.70 0.278
C -1.34 2.06 -0.72 -0.263
C 1.24 -2.23 -0.39 -1.107
H 3.07 -1.19 0.40 0.344
H -1.94 2.60 1.30 0.345
C 1.37 -1.01 1.73 -0.926
C -1.79 1.71 0.71 -0.794
H 1.93 -0.12 -0.29 0.207
```

Properties
largest force on an atom: 2.0 eV/A
frontier orbital gap: 12.014 eV
SMILES: CCC.CCC
HOMO: -10.90 eV
total energy: -6480.328 eV
LUMO level: 0.0410 hartree

Entry 8:
This record from the Open Molecules 2025 dataset describes an isolated molecule of HIOS at a distorted geometry. The level of theory is ωB97M-V with the def2-TZVPD basis set.

XYZ file:
```
4
Properties=species:S:1:pos:R:3:mulliken_charge:R:1
I 0.65 -0.07 -0.02 0.614
S 2.67 -1.34 0.17 -0.178
O -1.59 0.41 0.33 -0.744
H -1.73 0.99 -0.48 0.308
```

Properties
largest force on an atom: 2.4 eV/A
frontier orbital gap (alpha / beta): 6.125 / 6.132 eV
HOMO (alpha / beta): -9.62 / -9.66 eV
total energy: -20995.768 eV
LUMO level (alpha / beta): -0.1286 / -0.1298 hartree

Entry 9:
This record from the Open Molecules 2025 dataset describes a structure of composition C15H13BF3N7RuS at a distorted geometry. The level of theory is ωB97M-V with the def2-TZVPD basis set.

XYZ file:
```
41
Properties=species:S:1:pos:R:3:mulliken_charge:R:1
H 1.71 -0.82 5.24 0.467
H -4.53 -0.71 3.95 0.434
N 1.27 0.61 2.41 -0.157
F -0.03 5.60 -1.17 -0.206
C -2.40 -1.31 3.89 -0.104
C -1.24 4.79 0.69 -0.138
H -1.68 5.22 4.01 0.424
C -1.48 4.73 3.07 -0.945
H 0.73 -2.06 -1.47 0.479
C -1.21 3.37 3.01 -0.244
H -1.69 6.51 1.87 0.525
S -0.57 2.44 -0.67 -0.219
Ru -0.26 0.59 0.78 0.664
B 0.03 -1.54 3.05 0.364
H 3.19 1.43 4.90 0.436
C 0.92 -3.62 0.11 -0.962
C 0.67 -2.38 -0.45 -0.497
C 1.75 -0.16 4.40 -0.112
H -3.80 0.67 1.72 0.497
H -2.23 -1.98 4.72 0.461
N 0.31 -1.52 0.52 -0.165
C 2.17 1.43 2.94 -0.479
C 0.69 -3.46 1.47 0.001
C -0.96 3.42 0.72 0.732
N -0.95 2.74 1.88 -0.100
C -3.56 -0.67 3.50 -0.998
N -1.91 -0.17 2.10 -0.008
C 2.51 0.98 4.21 -0.944
N 1.01 -0.37 3.30 0.242
H 0.75 -4.16 2.28 0.452
C -1.25 5.55 -0.62 0.616
N -1.42 -1.00 3.04 0.159
H -1.21 2.77 3.91 0.510
H 0.15 -2.34 3.91 -0.086
N 0.34 -2.18 1.69 0.196
H 2.55 2.28 2.39 0.495
F -1.66 6.81 -0.45 -0.285
F -2.07 5.00 -1.52 -0.201
C -1.49 5.45 1.88 -0.204
H 1.20 -4.53 -0.39 0.413
C -3.20 0.05 2.36 -0.513
```

Properties
largest force on an atom: 1.1 eV/A
frontier orbital gap (alpha / beta): 9.438 / 6.684 eV
net charge: +1
HOMO (alpha / beta): -12.09 / -12.24 eV
total energy: -48437.538 eV
LUMO level (alpha / beta): -0.0973 / -0.2043 hartree
spin multiplicity: 6

Entry 10:
This record from the Open Molecules 2025 dataset describes a structure of composition C31H45BiBr2N6O5S. The level of theory is ωB97M-V with the def2-TZVPD basis set.

XYZ file:
```
91
Properties=species:S:1:pos:R:3:mulliken_charge:R:1
H -4.14 -1.51 -2.98 0.442
H 0.49 -0.74 3.24 0.054
C 1.97 -2.76 -0.49 -2.749
Br 2.29 2.50 7.96 -0.233
H 0.34 -3.25 -3.53 0.478
N 3.31 1.12 -0.45 -1.340
C 0.18 3.01 -2.51 -0.922
H -2.52 0.12 2.69 0.262
C -0.58 3.67 -1.36 0.373
C -2.77 -0.22 -1.91 2.882
O 2.13 2.35 1.92 -0.721
H 2.93 -3.93 -2.76 0.517
H -3.51 1.57 -0.91 0.249
H -3.79 -2.09 -1.36 0.361
H -0.16 1.59 7.19 0.366
H 1.69 -3.30 1.48 0.667
C -0.04 -4.02 0.57 -1.864
C 2.48 -1.32 2.78 0.773
H 3.70 -2.37 -2.42 0.404
H -2.79 -1.33 0.35 0.766
C 0.96 -1.58 2.72 -0.667
C 2.79 -2.84 -2.80 -1.740
H 1.72 1.37 -3.44 0.443
H 2.46 -3.73 -0.55 0.642
N -1.60 -0.30 -0.99 2.318
H -0.58 -2.77 -2.09 0.339
H 0.74 -2.49 3.29 0.444
C -0.96 -1.36 1.31 -1.481
H -1.15 1.88 -0.75 0.049
C -3.35 -1.61 -2.24 -1.863
H 2.75 -2.05 -0.19 0.417
N -0.27 1.67 -2.88 1.012
H -0.75 -0.47 -1.52 -1.556
C -1.59 1.65 -3.56 0.492
C 1.00 -2.91 0.72 0.015
H 0.16 3.71 -3.36 0.359
H -1.48 -2.06 1.97 0.361
C 2.20 2.43 6.06 -0.023
C 0.74 0.94 -3.65 -1.550
H 0.42 -4.24 -2.07 0.449
H -3.35 2.76 -4.01 0.526
O 3.18 -1.92 3.55 -0.702
H 1.44 -0.98 -4.23 0.541
H 1.22 2.98 -2.18 0.565
Br 4.72 3.36 2.94 -0.170
C 1.57 -2.42 -1.95 2.339
C 1.02 1.97 5.42 0.750
C -1.76 -1.38 0.00 -1.354
C -3.87 0.60 -1.23 -1.907
C 0.99 1.91 4.00 -0.039
S 5.87 2.07 -0.77 -0.381
H -1.88 -0.45 -3.83 0.465
C -1.28 1.29 5.39 -1.197
C 2.13 2.33 3.24 0.645
C 0.36 -3.21 -2.44 -2.278
H -3.36 1.15 3.85 0.536
N 1.35 -0.97 -2.11 -0.093
C -2.39 0.35 -3.30 -2.492
H 2.66 -2.56 -3.84 0.399
C 3.28 2.84 5.34 -0.396
H -2.79 3.08 -2.37 0.342
H -1.64 -2.35 -0.48 0.665
H -2.58 -2.28 -2.64 0.378
H 4.17 3.20 5.83 0.433
O -1.17 2.84 -0.49 -0.422
H -0.79 -3.83 -0.19 0.510
H 0.48 -4.94 0.30 0.353
C 4.42 1.53 -0.55 0.658
H -2.20 1.05 5.90 0.426
H -0.54 -4.20 1.52 0.520
C 0.82 -0.58 -3.42 -0.467
H -2.56 1.86 2.43 0.194
Bi 1.54 0.72 0.68 1.887
C -2.49 1.09 3.19 -1.257
C 3.23 2.78 3.94 -0.083
N -0.11 1.52 3.32 -0.025
N 0.49 -1.65 1.34 1.550
H 0.56 1.07 -4.73 0.257
C -0.16 1.60 6.10 -0.933
H -1.39 1.60 -4.64 0.278
H -3.34 0.49 -3.82 0.672
H 2.26 -0.52 -2.01 0.554
H -4.25 0.09 -0.35 0.489
H -1.07 -0.36 1.74 -0.659
O 2.90 -0.41 1.94 -0.770
C -1.23 1.29 3.98 1.089
O -0.60 4.85 -1.21 -0.641
H -1.96 3.79 -3.76 0.428
H -0.17 -1.01 -3.54 0.056
C -2.46 2.90 -3.39 -1.842
H -4.71 0.74 -1.92 0.378
```

Properties
largest force on an atom: 0.9 eV/A
frontier orbital gap: 7.712 eV
HOMO: -7.83 eV
total energy: -208816.960 eV
LUMO level: -0.0043 hartree

Entry 11:
This record from the Open Molecules 2025 dataset describes a structure of composition C5H9NO at a distorted geometry. The level of theory is ωB97M-V with the def2-TZVPD basis set.

XYZ file:
```
16
Properties=species:S:1:pos:R:3:mulliken_charge:R:1
O -0.36 -1.79 0.90 -0.532
H 1.03 0.89 1.47 0.398
C -0.12 1.27 -0.35 0.209
H 2.60 0.34 -0.39 0.377
C -0.63 -0.43 0.75 0.127
H 1.41 -0.77 -1.11 0.290
H 2.12 -1.16 0.47 0.329
H -1.10 1.87 -1.17 0.406
H -2.40 0.13 -0.50 0.422
H -1.18 -2.26 0.73 0.323
C -1.29 0.03 -0.54 -1.039
C 1.77 -0.34 -0.17 -1.317
N -0.25 2.41 -0.87 -0.757
C 0.66 0.41 0.57 0.130
H -1.20 -0.01 1.59 0.305
H -1.06 -0.61 -1.40 0.330
```

Properties
largest force on an atom: 3.9 eV/A
frontier orbital gap: 10.162 eV
HOMO: -9.48 eV
total energy: -8865.499 eV
LUMO level: 0.0250 hartree

Entry 12:
This record from the Open Molecules 2025 dataset describes a cluster of 2 separate species, C9H10BrN2 in total at a distorted geometry. The level of theory is ωB97M-V with the def2-TZVPD basis set.

XYZ file:
```
22
Properties=species:S:1:pos:R:3:mulliken_charge:R:1
C 2.12 1.75 -0.61 -0.525
Br 1.87 -1.52 2.71 -0.114
C 1.97 -0.20 1.37 0.066
H 1.30 3.10 0.87 0.366
H -3.55 -2.43 0.49 0.269
N -1.46 -0.32 -0.52 0.138
H -1.17 -1.71 1.13 0.342
C -2.49 -0.07 -1.39 -0.240
C 1.55 1.10 1.65 -0.299
N -3.03 -1.68 0.01 -0.032
H -4.49 -1.09 -1.48 0.381
H -0.55 0.18 -0.51 0.195
H 2.18 2.51 -1.39 0.375
C 1.63 2.07 0.65 -0.355
H 1.17 1.35 2.65 0.389
H -2.44 0.69 -2.16 0.400
C 2.46 -0.54 0.11 -0.299
H 2.78 -1.57 -0.10 0.389
C -3.50 -0.94 -1.05 -0.364
H 2.92 0.18 -1.87 0.366
C -1.79 -1.30 0.33 -0.096
C 2.53 0.44 -0.88 -0.355
```

Properties
largest force on an atom: 1.1 eV/A
frontier orbital gap: 9.049 eV
net charge: +1
HOMO: -12.18 eV
total energy: -82511.866 eV
LUMO level: -0.1149 hartree